No. 1
{
  "formula": "C5H5ClO2",
  "method": "ωB97M-V with the def2-TZVPD basis set",
  "elements": ["O", "C", "C", "C", "C", "O", "C", "Cl", "H", "H", "H", "H", "H"],
  "coordinates": [[0.9137, 0.8758, 2.2328], [0.3673, 0.6607, 1.1477], [-0.9988, 0.6346, 0.7652], [-1.2898, 0.1709, -0.4339], [0.0287, -0.4803, -0.9518], [-0.1277, -1.8192, -0.8670], [1.1200, 0.1460, -0.0788], [1.9434, 1.4884, -0.8595], [-1.7984, 0.9476, 1.4636], [-2.2009, -0.0382, -0.8249], [0.0355, -0.1071, -2.0634], [0.0629, -1.9675, 0.1246], [1.9442, -0.5117, 0.3454]],
  "forces_ev_per_angstrom": [[-1.4, -0.1, -1.9], [2.5, -0.3, 1.6], [-4.0, 1.6, 2.0], [4.7, -0.7, 1.7], [-1.5, 3.8, -3.5], [1.0, -2.1, 2.7], [1.3, -0.8, 0.8], [0.2, 0.4, -0.3], [0.7, 0.0, -0.3], [-2.5, -0.4, -1.3], [0.9, -1.2, 1.8], [-0.7, -0.5, -2.2], [-1.1, 0.3, -1.0]],
  "mulliken_charge": [-0.58, 0.44, -0.40, -0.49, -0.22, -0.50, 0.04, -0.18, 0.35, 0.50, 0.34, 0.41, 0.29],
  "smiles": "O=C1C=C[C@H](O)[C@H]1Cl",
  "gap_ev": 9.6,
  "e_above_lowest_kj_mol": 132.0,
  "e_tot_ha": -804.1369
}

***

No. 2
{
  "formula": "C5H5ClS",
  "method": "ωB97M-V with the def2-TZVPD basis set",
  "elements": ["C", "C", "C", "S", "C", "C", "Cl", "H", "H", "H", "H", "H"],
  "coordinates": [[-0.1527, 1.8334, 0.2535], [0.6941, 1.2142, -0.5642], [0.7750, -0.2588, -0.5766], [2.2067, -0.9923, -0.8331], [-0.4656, -0.9622, -0.1861], [-0.4974, -1.8572, 0.7869], [-1.8617, -0.6233, -1.1778], [-0.2829, 2.9244, 0.1995], [-0.8717, 1.3106, 0.8756], [1.4101, 1.8139, -1.1577], [0.4469, -2.0133, 1.3889], [-1.4010, -2.3893, 0.9909]],
  "forces_ev_per_angstrom": [[-0.7, 0.9, -0.6], [0.2, 0.5, -0.1], [0.8, 0.8, 0.2], [-0.6, -0.1, -0.1], [0.3, -0.6, -0.3], [1.3, 0.2, 0.6], [0.1, -0.1, 0.1], [0.4, -0.5, 0.3], [0.2, -0.1, 0.0], [-0.5, -0.7, 0.3], [-1.4, 0.0, -0.8], [-0.3, -0.3, 0.3]],
  "mulliken_charge": [-0.68, -0.18, 0.15, -0.20, 0.32, -0.70, -0.14, 0.26, 0.31, 0.32, 0.24, 0.30],
  "smiles": "C=CC(=S)C(=C)Cl",
  "gap_ev": 7.9,
  "e_above_lowest_kj_mol": 87.0,
  "e_tot_ha": -1051.8314
}

***

No. 3
{
  "formula": "C5H5ClS",
  "method": "ωB97M-V with the def2-TZVPD basis set",
  "elements": ["C", "C", "C", "C", "C", "H", "H", "H", "H", "H", "S", "Cl"],
  "coordinates": [[0.7520, -0.8081, 0.2198], [1.8672, -0.1289, 0.8905], [-0.3761, 0.0339, -0.1417], [-0.2312, 1.2123, -0.8855], [-1.8951, -0.2311, 0.0381], [2.6503, -0.9350, 0.9933], [1.7729, 0.9078, 1.4774], [0.7587, 1.6353, -1.0490], [-1.2667, 1.6646, -1.2228], [-2.6292, 0.9512, 0.0284], [-2.5321, -1.8417, 0.1652], [1.1292, -2.4601, -0.5138]],
  "forces_ev_per_angstrom": [[4.8, 2.4, 1.9], [-3.5, -3.0, -0.9], [-3.2, 2.5, -2.5], [-1.9, -1.7, 1.5], [-1.3, -1.2, 0.2], [-0.1, 1.8, 0.3], [0.3, -2.7, -1.6], [-0.4, -0.1, -0.6], [2.7, -0.3, 0.7], [2.2, -4.1, 0.0], [1.3, 4.2, -0.1], [-0.9, 2.1, 0.9]],
  "mulliken_charge": [0.12, -0.69, 0.82, -0.82, -0.40, 0.25, 0.28, 0.37, 0.19, 0.21, -0.18, -0.16],
  "gap_ev": 7.8,
  "e_above_lowest_kj_mol": 388.6,
  "e_tot_ha": -1051.7165
}

***

No. 4
{
  "formula": "C5H5CoO5",
  "method": "ωB97M-V with the def2-TZVPD basis set",
  "elements": ["O", "C", "O", "O", "C", "C", "O", "C", "C", "O", "Co", "H", "H", "H", "H", "H"],
  "coordinates": [[2.4832, -0.1580, 0.6011], [3.3834, -0.6304, 0.0211], [4.3306, -0.9574, -0.5458], [0.4442, 1.5668, 2.1791], [-0.3059, 2.2882, 1.4425], [-0.7972, 2.0220, 0.2207], [-0.4089, 0.7636, -0.3011], [-1.4638, -0.1636, -0.6153], [-0.8308, -1.5513, -0.6175], [-0.0940, -1.7847, 0.5405], [0.5927, -0.1760, 1.2032], [-1.3569, 2.6844, -0.4363], [-1.9053, 0.0949, -1.5894], [-2.2431, -0.0873, 0.1604], [-0.1797, -1.6262, -1.5133], [-1.6484, -2.2851, -0.7500]],
  "forces_ev_per_angstrom": [[1.2, -0.5, -0.5], [0.5, 0.8, -0.1], [-0.6, -0.3, 0.2], [-0.1, -0.6, 0.0], [-0.1, -0.1, -0.6], [-0.2, 0.8, 0.4], [0.0, -0.1, -0.6], [-0.4, -0.1, 0.0], [-0.2, 0.1, -0.6], [0.3, 0.5, 0.5], [-1.0, -0.3, 0.6], [0.2, -0.3, 0.3], [0.1, -0.1, 0.2], [0.2, 0.0, -0.1], [-0.2, 0.0, 0.2], [0.3, 0.1, 0.1]],
  "mulliken_charge": [-0.33, 0.74, -0.30, -0.51, 0.13, -0.30, -0.32, -0.38, -0.22, -0.65, 0.53, 0.36, 0.35, 0.30, 0.25, 0.34],
  "spin_multiplicity": 5,
  "s2": 6.015,
  "gap_ev": [7.9, 7.7],
  "e_above_lowest_kj_mol": 1.6,
  "e_tot_ha": -1952.3833
}

***

No. 5
{
  "formula": "C5H5F",
  "method": "ωB97M-V with the def2-TZVPD basis set",
  "elements": ["C", "C", "C", "C", "C", "F", "H", "H", "H", "H", "H"],
  "coordinates": [[2.7282, 0.9254, 0.0545], [1.5224, 0.4631, -0.0209], [0.2559, -0.0390, -0.0787], [-1.6249, 0.1095, 0.0052], [-2.3329, -0.9889, 0.0440], [-2.0775, 1.3514, -0.0014], [3.2794, 0.9062, 0.9806], [3.2560, 1.2775, -0.8172], [0.2742, -1.1050, -0.2875], [-1.8713, -1.9570, 0.0536], [-3.4095, -0.9433, 0.0678]],
  "forces_ev_per_angstrom": [[0.5, -0.1, -0.1], [-4.8, -0.2, 0.1], [-0.5, -0.5, -0.1], [5.0, 1.0, 0.0], [-0.3, 0.0, 0.0], [-0.1, -0.2, 0.0], [0.0, 0.0, 0.2], [0.0, 0.1, -0.2], [0.1, -0.1, 0.0], [0.2, -0.1, 0.0], [-0.1, 0.1, 0.0]],
  "mulliken_charge": [-0.71, 0.23, -0.36, 0.65, -0.82, -0.20, 0.25, 0.25, 0.16, 0.25, 0.31],
  "smiles": "C=C=CC(=C)F",
  "gap_ev": 10.5,
  "e_above_lowest_kj_mol": 321.4,
  "e_tot_ha": -293.2196
}

***

No. 6
{
  "formula": "C5H5F2N",
  "method": "ωB97M-V with the def2-TZVPD basis set",
  "elements": ["F", "C", "F", "C", "C", "C", "N", "C", "H", "H", "H", "H", "H"],
  "coordinates": [[1.9667, 1.1149, -0.0083], [1.4270, -0.0728, 0.3519], [1.9856, -1.0520, -0.4287], [-0.0516, -0.0520, 0.1569], [-0.9364, -1.1573, 0.1753], [-2.1978, -0.6725, -0.0144], [-2.1080, 0.6985, -0.1415], [-0.8052, 1.0818, -0.0455], [1.7556, -0.2762, 1.3698], [-0.6505, -2.2258, 0.2949], [-3.1814, -1.1747, -0.0615], [-2.8633, 1.3356, -0.3007], [-0.4914, 2.1223, -0.1235]],
  "forces_ev_per_angstrom": [[0.2, 0.4, -0.2], [-0.5, -0.5, 0.1], [0.1, 0.0, -0.1], [0.1, 0.5, 0.0], [0.3, -1.3, 0.1], [-1.1, 0.1, -0.1], [0.2, -0.3, 0.0], [0.4, 0.2, 0.1], [-0.1, 0.0, 0.1], [-0.3, 1.1, -0.1], [0.9, 0.4, 0.0], [-0.2, -0.1, 0.0], [-0.2, -0.5, 0.0]],
  "mulliken_charge": [-0.26, 0.38, -0.26, 0.46, -0.60, -0.45, 0.03, -0.69, 0.14, 0.33, 0.36, 0.18, 0.38],
  "smiles": "FC(F)c1cc[nH]c1",
  "gap_ev": 9.6,
  "e_above_lowest_kj_mol": 2.7,
  "e_tot_ha": -448.0139
}

***

No. 7
{
  "formula": "C5H5F3N2",
  "method": "ωB97M-V with the def2-TZVPD basis set",
  "elements": ["C", "C", "C", "C", "C", "N", "N", "F", "F", "F", "H", "H", "H", "H", "H"],
  "coordinates": [[-2.6885, 0.6686, 0.1282], [-1.7649, 1.4910, -0.4883], [-0.8237, 0.3858, 1.1362], [2.4042, -1.5625, 0.2926], [2.0724, -0.9566, -0.8268], [-2.0667, -0.0115, 1.2077], [-0.6371, 1.3500, 0.2051], [1.6183, -2.5355, 0.7986], [0.9925, -1.2249, -1.5346], [2.6743, 0.0178, -1.4725], [-3.6120, 0.3556, -0.2120], [-1.8309, 2.0496, -1.5023], [-0.0455, -0.1113, 1.7067], [3.4149, -1.5029, 0.6124], [0.2926, 1.5867, -0.0509]],
  "forces_ev_per_angstrom": [[2.7, 0.1, 1.0], [-2.5, 0.5, -2.7], [-0.7, -0.6, 1.1], [2.6, -4.1, 9.2], [-4.4, 4.3, -9.9], [-0.4, 0.6, -1.7], [2.0, -0.9, 0.8], [0.4, 1.1, -0.6], [-0.8, -1.2, 0.0], [1.3, 0.9, 1.0], [-1.8, -0.1, -0.4], [0.2, -0.9, 2.3], [0.1, 0.7, 0.0], [0.8, -0.9, 0.4], [0.4, 0.6, -0.5]],
  "mulliken_charge": [-0.35, -0.23, -0.19, -0.43, 0.69, -0.53, -0.05, -0.19, -0.22, -0.24, 0.42, 0.28, 0.39, 0.40, 0.24],
  "spin_multiplicity": 3,
  "s2": 2.005,
  "gap_ev": [6.3, 6.3],
  "e_above_lowest_kj_mol": 122.5,
  "e_tot_ha": -602.3886
}

***

No. 8
{
  "formula": "C5H5F3O2S2",
  "method": "ωB97M-V with the def2-TZVPD basis set",
  "elements": ["C", "C", "C", "C", "C", "O", "O", "F", "F", "F", "S", "S", "H", "H", "H", "H", "H"],
  "coordinates": [[0.8536, -1.2752, -0.1761], [0.0632, -0.7580, -1.2803], [-0.2295, 1.0732, -2.6774], [0.6456, -0.2256, 1.6823], [-0.4723, 0.7545, 1.7548], [-0.9371, -1.3958, -1.4793], [0.6011, 0.2932, -1.8555], [-0.9681, 1.0573, 0.5735], [-1.4993, 0.3540, 2.4569], [-0.0464, 1.8934, 2.2899], [1.7615, -2.5315, -0.1742], [0.7511, -1.6287, 2.7698], [-0.8877, 1.6532, -2.0146], [-0.9011, 0.3422, -3.3985], [0.3794, 1.7617, -3.2345], [1.5324, 0.3167, 1.9066], [-0.6463, -1.6846, 2.8563]],
  "forces_ev_per_angstrom": [[0.6, 2.1, 2.4], [-0.1, -1.1, 0.9], [-2.8, -1.4, -1.6], [1.0, -2.7, -1.7], [0.2, -0.3, 0.0], [-0.7, 1.0, -1.1], [0.3, 0.0, 0.0], [-0.2, 0.4, -1.8], [-1.3, -0.7, 1.3], [0.4, 0.9, 0.5], [0.4, -0.6, 0.3], [-2.2, 0.7, 0.3], [-0.1, -0.2, -0.4], [1.7, 2.1, 1.7], [0.3, -0.1, -0.3], [1.0, 0.4, -0.8], [1.4, -0.4, 0.1]],
  "mulliken_charge": [0.28, 0.74, -0.59, -0.71, 1.07, -0.54, -0.30, -0.26, -0.30, -0.30, -0.21, -0.16, 0.27, 0.26, 0.25, 0.34, 0.17],
  "gap_ev": 8.3,
  "e_above_lowest_kj_mol": 0.0,
  "e_tot_ha": -1439.8735
}